Entry 1:
A structure of composition C11H18N9O2RuS in a non-equilibrium geometry. Source: the OMol25 dataset; level of theory: ωB97M-V/def2-TZVPD.

The geometry in XYZ format:
```
42
Properties=species:S:1:pos:R:3
H 3.782 -0.200 -1.109
C -0.780 2.160 0.076
C -4.296 -1.239 -0.960
C -2.000 3.001 0.317
C 2.199 4.383 0.535
N -2.978 -1.764 -1.186
N -1.987 0.230 -0.441
H 4.231 3.595 0.944
S -0.417 -1.691 -1.405
N 3.268 -2.178 -0.891
O 0.865 -3.098 2.356
N 0.935 -2.040 1.815
H -4.116 -0.311 -0.447
H 4.112 -2.576 -1.190
H -1.924 3.527 1.333
C 3.197 3.429 0.618
H -2.961 2.549 0.083
N 1.522 1.761 0.216
C -1.909 -0.983 -0.941
C 2.703 -2.681 0.270
H 2.860 -0.827 -2.304
H -5.194 -3.220 -0.427
H -2.780 -2.697 -1.306
H -4.706 -2.330 0.910
H -4.849 -1.101 -1.922
H 2.423 5.427 0.581
H 2.494 -4.320 1.430
H 3.476 1.248 0.419
C 0.890 4.020 0.325
H 3.461 -4.587 -0.022
H 0.112 4.795 0.401
Ru 0.930 -0.160 -0.348
N 3.013 -3.925 0.622
C -5.119 -2.213 -0.041
N -0.811 0.844 -0.213
C 0.525 2.710 0.214
H -6.113 -1.880 0.079
C 2.811 2.115 0.463
H -1.875 3.939 -0.323
O 0.133 -1.124 1.894
N 1.908 -1.772 0.865
N 2.964 -0.815 -1.286
```

For the orbital gap (spin up / spin down), the calculation gives 7.886 / 5.995 eV. As for the net charge: +3. As for the expectation value of S²: 6.068. As for the spin multiplicity: 5. The value obtained for the LUMO energy (spin up / spin down) is -10.9287 / -13.1175 eV. The calculation puts the total energy at -42589.1702 eV.

***

Entry 2:
An isolated molecule of C3H5NO2 in a non-equilibrium geometry. Source: the OMol25 dataset; level of theory: ωB97M-V/def2-TZVPD.

The geometry in XYZ format:
```
11
Properties=species:S:1:pos:R:3
O 2.521 -0.894 -0.262
H -0.880 2.144 0.666
O -1.112 -1.493 0.443
H -1.100 1.827 -1.077
C 1.561 -1.559 0.027
N 0.052 0.417 -0.054
H 1.006 0.684 -0.251
C -1.026 1.366 -0.088
H 1.007 -2.436 0.287
H -1.948 0.822 0.127
C -0.081 -0.878 0.181
```

For the orbital gap, the calculation gives 9.085 eV. As for the net charge: 0. Its SMILES is CNC(=O)C=O. The value obtained for the LUMO energy is 0.0214 eV. The calculation puts the total energy at -8775.2484 eV.

***

Entry 3:
An isolated molecule of C5H11N in a non-equilibrium geometry. Source: the OMol25 dataset; level of theory: ωB97M-V/def2-TZVPD.

The geometry in XYZ format:
```
17
Properties=species:S:1:pos:R:3
H -2.259 -1.218 0.621
C 1.029 1.685 -0.818
C -0.349 -0.618 1.375
C -1.241 -1.126 0.245
N 0.936 -0.242 0.752
H 0.538 2.258 -0.029
H -1.173 -0.252 -1.809
H -0.819 0.206 1.914
H 1.496 -1.080 0.659
H 0.457 1.975 -1.718
C 0.571 0.234 -0.653
H 2.065 1.922 -1.017
H -0.866 -2.060 -0.187
H 1.019 -0.430 -1.390
H -0.080 -1.373 2.116
H -1.450 0.904 -0.457
C -0.946 -0.020 -0.773
```

For the orbital gap, the calculation gives 9.989 eV. As for the net charge: 0. Its SMILES is C[C@@H]1CCCN1. The value obtained for the LUMO energy is 1.1318 eV. The calculation puts the total energy at -6853.0402 eV.

***

Entry 4:
A structure of composition C26H31BLiN5O4S in a non-equilibrium geometry. Source: the OMol25 dataset; level of theory: ωB97M-V/def2-TZVPD.

The geometry in XYZ format:
```
69
Properties=species:S:1:pos:R:3
C 2.412 5.079 -1.574
C -3.756 -1.718 -0.385
H 4.137 1.148 -0.093
H -0.927 -0.800 -6.299
H 3.472 5.226 -1.732
H 5.894 0.670 -2.209
H 3.874 -0.301 0.878
H 5.511 0.384 0.755
C -0.894 -1.949 -3.111
C 1.880 3.817 -1.450
H 4.297 -2.074 -2.269
H -0.610 -2.889 -5.018
H -3.123 -1.480 4.216
Li 1.393 -0.472 -0.593
N 0.723 -1.389 3.434
N 1.009 -0.094 3.652
H -3.297 -2.694 -0.483
H 0.723 -2.598 1.671
C 1.523 6.156 -1.484
C -1.315 0.441 -3.173
H -0.502 6.800 -1.214
C -2.967 -0.580 -0.435
N 1.293 -0.547 1.550
O 2.523 2.610 -1.501
C -1.242 0.411 -4.555
C 6.013 -0.312 -1.747
C -0.816 -1.960 -4.500
H -0.743 -2.844 -2.521
C 4.577 0.202 0.222
O 2.870 -1.762 -0.862
H -1.750 -0.559 3.607
H -2.835 1.559 -0.297
O -0.814 -2.155 -0.276
C 0.532 3.610 -1.250
C -4.858 0.834 -0.100
H -1.458 1.375 -2.644
H -1.414 4.482 -0.998
H -5.286 1.821 0.021
C -5.122 -1.564 -0.193
C -5.671 -0.292 -0.058
C -1.248 -2.547 4.362
C -0.994 -0.788 -5.218
B 1.566 1.553 -1.310
H -1.969 -0.758 5.345
H 6.132 -1.057 -2.531
H 6.914 -0.304 -1.133
C -0.358 4.655 -1.162
H -2.733 -3.771 5.354
O 0.290 2.267 -1.167
H -1.097 -4.418 5.476
N 1.349 0.403 2.518
C 0.163 5.949 -1.282
C 3.959 -1.525 -1.381
H -1.358 1.330 -5.115
H -5.760 -2.438 -0.150
C 0.909 -1.650 2.150
C -1.151 -0.749 -2.476
H 0.826 -3.185 4.478
H 0.461 -1.752 5.439
C -1.683 -3.497 5.471
C 0.244 -2.265 4.503
C -3.488 0.694 -0.282
H -1.399 -3.045 3.397
C -2.066 -1.262 4.379
H 1.902 7.166 -1.573
H -6.738 -0.179 0.089
N 4.859 -0.643 -0.934
H -1.572 -3.021 6.450
S -1.216 -0.756 -0.683
```

For the orbital gap, the calculation gives 6.963 eV. As for the net charge: 0. The value obtained for the LUMO energy is 0.4316 eV. The calculation puts the total energy at -54822.7600 eV.